No. 1
{"formula": "C5H8O4", "method": "ωB97M-V with the def2-TZVPD basis set", "relative_energy_kj_mol": 639.8, "homo_ev": -9.6, "smiles": "C=C(O)C(=O)[C@H](O)CO", "total_charge": 0, "fmax_ev_per_a": 7.90, "energy_ha": -496.05896, "elements": ["O", "O", "O", "O", "C", "C", "C", "C", "C", "H", "H", "H", "H", "H", "H", "H", "H"], "xyz": [[0.07, -2.23, -0.28], [-0.21, 1.51, -0.24], [2.52, -1.50, 0.09], [-2.76, -1.05, -0.01], [0.06, -0.92, -0.08], [2.11, 1.06, 0.10], [-2.27, 0.17, 0.35], [1.67, -0.35, 0.14], [-0.96, 0.21, -0.31], [3.19, 1.29, -0.16], [1.31, 1.84, 0.29], [0.62, 1.37, -0.74], [-2.86, 1.14, 0.17], [-2.21, -1.84, 0.18], [-2.27, 0.13, 1.61], [3.22, -0.98, 0.41], [-1.23, 0.14, -1.52]], "nbo_charge": [-0.517, -0.746, -0.637, -0.730, 0.511, -0.592, -0.065, 0.237, -0.041, 0.219, 0.282, 0.488, 0.223, 0.505, 0.153, 0.476, 0.234]}


No. 2
{"formula": "C18H21F5GdNO9P2S", "method": "ωB97M-V with the def2-TZVPD basis set", "spin_multiplicity": 8, "homo_ev": [-4.6, -7.1], "total_charge": 0, "fmax_ev_per_a": 4.38, "energy_ha": -3776.28830, "elements": ["Gd", "S", "P", "P", "F", "F", "F", "F", "F", "O", "O", "O", "O", "O", "O", "O", "O", "O", "N", "C", "C", "C", "C", "C", "C", "C", "C", "C", "C", "C", "C", "C", "C", "C", "C", "C", "C", "H", "H", "H", "H", "H", "H", "H", "H", "H", "H", "H", "H", "H", "H", "H", "H", "H", "H", "H", "H", "H"], "xyz": [[0.51, -0.23, -0.22], [-0.35, -2.92, -1.47], [3.32, -0.64, -0.12], [2.37, 0.02, 2.66], [-0.99, -0.10, -2.00], [-4.94, -3.38, -4.01], [-3.15, 1.02, -3.07], [-5.12, -0.66, -4.24], [-2.67, -4.55, -2.87], [2.77, 1.07, 3.75], [2.22, -1.73, 0.04], [1.98, -1.27, 3.49], [-0.46, 2.09, 0.15], [4.60, -0.99, -1.01], [2.90, 1.36, -5.92], [1.25, 0.46, 1.79], [2.53, 0.57, -0.66], [4.77, 0.86, 1.46], [-1.46, -0.87, 1.16], [-0.98, -1.95, 1.81], [-0.85, -1.96, 3.22], [-3.92, -2.62, -3.52], [3.86, -0.31, 1.57], [-1.31, -0.81, 3.90], [-2.68, 2.49, 1.23], [1.01, 2.68, -4.81], [-2.20, 0.07, 1.77], [-1.95, 0.21, 3.19], [2.03, 1.83, -5.30], [4.63, -1.52, 2.12], [-1.71, -2.39, -2.38], [-3.08, -0.38, -3.02], [-1.94, -1.03, -2.57], [-1.23, 2.90, 1.15], [-2.78, -3.20, -2.89], [-2.97, 0.99, 0.98], [-4.08, -1.22, -3.57], [-2.22, 1.14, 3.68], [4.87, -1.40, 3.14], [-4.05, 0.81, 1.12], [0.64, 3.26, -5.69], [0.97, -1.28, 3.71], [0.18, 2.01, -4.42], [5.60, -1.75, 1.62], [4.03, -2.43, 2.00], [-1.24, -0.68, 4.98], [-0.28, -2.78, 3.72], [-3.22, 3.18, 0.55], [-1.13, 3.97, 0.81], [-3.04, 2.79, 2.21], [-2.72, 0.75, -0.06], [1.44, 3.32, -4.04], [-0.61, 2.61, -0.67], [3.29, 1.79, 3.37], [-0.62, 2.89, 2.08], [4.35, 1.43, 0.80], [-0.75, -2.83, 1.20], [4.57, -0.68, -1.91]], "lowdin_charge": [1.436, 0.607, 0.391, 0.512, -0.173, 0.087, 0.047, 0.085, 0.069, -0.059, -0.455, -0.117, -0.204, -0.068, 0.105, -0.393, -0.453, -0.058, -0.045, -0.158, -0.111, -0.107, -0.522, -0.098, -0.169, -0.090, -0.299, 0.002, -0.274, -0.063, -0.610, -0.104, -0.192, -0.182, -0.193, -0.133, -0.133, 0.102, 0.066, 0.140, 0.085, 0.083, 0.096, 0.105, 0.091, 0.112, 0.126, 0.122, 0.128, 0.105, 0.104, 0.091, 0.101, 0.101, 0.123, 0.076, 0.075, 0.091]}


No. 3
{"formula": "C26H57NO17P", "method": "ωB97M-V with the def2-TZVPD basis set", "relative_energy_kj_mol": 0.0, "homo_ev": -12.3, "total_charge": 1, "fmax_ev_per_a": 0.76, "energy_ha": -2699.79426, "elements": ["P", "O", "O", "O", "O", "O", "O", "O", "O", "O", "O", "O", "O", "O", "O", "O", "O", "O", "N", "C", "C", "C", "C", "C", "C", "C", "C", "C", "C", "C", "C", "C", "C", "C", "C", "C", "C", "C", "C", "C", "C", "C", "C", "C", "C", "H", "H", "H", "H", "H", "H", "H", "H", "H", "H", "H", "H", "H", "H", "H", "H", "H", "H", "H", "H", "H", "H", "H", "H", "H", "H", "H", "H", "H", "H", "H", "H", "H", "H", "H", "H", "H", "H", "H", "H", "H", "H", "H", "H", "H", "H", "H", "H", "H", "H", "H", "H", "H", "H", "H", "H", "H"], "xyz": [[0.20, 0.56, 3.29], [3.32, 0.14, -2.87], [0.56, -1.95, -5.65], [-7.17, 0.12, 1.83], [0.30, 2.91, -6.79], [3.97, 0.88, -0.95], [-1.56, 4.17, -7.00], [-0.57, -1.78, 2.13], [-0.62, 3.08, -8.73], [8.89, 2.64, 3.04], [-0.70, -1.12, -3.97], [0.94, -2.64, -3.65], [0.63, -4.47, 1.49], [6.64, 2.56, 3.20], [-8.94, 1.32, 1.10], [-8.11, -0.45, -0.03], [7.95, 3.64, 4.70], [2.65, 2.20, -2.22], [-0.72, -0.37, 1.99], [-0.71, 3.46, -7.46], [0.17, -1.84, -4.40], [-3.19, -1.09, 2.06], [-0.32, -2.41, 0.85], [2.57, 0.32, -4.07], [-0.56, -3.89, 1.02], [1.75, -0.41, 3.18], [-0.24, -6.17, 3.03], [-0.15, -1.11, -6.58], [-0.49, -0.06, 4.84], [-8.16, 0.42, 0.97], [4.01, 1.93, 0.03], [-2.19, 0.01, 1.70], [3.26, 1.18, -2.03], [7.72, 2.91, 3.61], [-2.57, 1.37, 2.28], [-3.34, -1.45, 3.54], [-7.11, 0.98, 2.97], [6.77, 4.02, 5.41], [2.69, -0.07, 4.33], [8.81, 1.86, 1.85], [0.69, -2.51, -2.25], [0.53, -5.87, 1.76], [-1.64, 3.61, -9.58], [-9.12, -0.25, -1.03], [0.32, 3.24, -5.39], [0.23, -5.68, 3.88], [3.65, -0.56, 4.16], [0.28, -1.32, -7.55], [-2.24, 0.11, 0.62], [0.42, 4.31, -5.25], [8.36, 0.89, 2.05], [-8.03, 0.92, 3.55], [-6.28, 0.63, 3.57], [-2.43, -1.89, 3.92], [9.84, 1.72, 1.51], [-6.94, 2.01, 2.67], [2.30, -0.46, 5.27], [-4.11, -2.22, 3.63], [2.96, 1.16, -4.64], [-0.87, -4.33, 0.07], [6.23, 3.14, 5.76], [1.56, -6.20, 1.87], [-3.65, -0.61, 4.15], [-1.44, 3.21, -10.57], [2.85, 1.00, 4.43], [0.24, 0.26, 5.59], [-0.59, 2.89, -4.90], [-1.28, -5.87, 2.96], [2.22, -0.22, 2.21], [-1.43, 0.42, 5.09], [-2.62, 3.28, -9.25], [1.52, 0.48, -3.84], [0.08, -6.36, 0.90], [4.61, 1.55, 0.86], [8.24, 2.38, 1.09], [-1.83, 2.13, 2.09], [-0.22, -7.25, 3.21], [-0.21, -0.12, 1.14], [-2.81, 1.32, 3.34], [3.01, 2.17, 0.38], [-0.56, -1.14, 4.91], [-9.03, 0.74, -1.48], [-4.15, -0.72, 1.69], [-1.60, 4.69, -9.60], [2.68, -0.59, -4.65], [1.49, -1.47, 3.22], [1.18, 2.73, -4.97], [7.11, 4.61, 6.26], [1.35, -3.21, -1.75], [-8.96, -1.02, -1.78], [4.48, 2.82, -0.38], [-10.11, -0.36, -0.59], [-2.98, -1.99, 1.48], [0.92, -1.49, -1.94], [6.12, 4.63, 4.79], [-0.35, -2.75, -2.02], [-1.01, -2.02, 0.10], [-3.48, 1.67, 1.77], [0.72, -2.23, 0.59], [-1.37, -4.02, 1.74], [-0.01, -0.06, -6.33], [-1.21, -1.35, -6.58]], "lowdin_charge": [1.051, 0.013, 0.007, -0.015, -0.005, 0.002, 0.130, -0.153, 0.004, 0.013, 0.117, 0.014, -0.142, 0.102, 0.138, 0.003, 0.012, 0.126, -0.179, -0.628, -0.653, -0.186, -0.142, -0.032, -0.199, -0.409, -0.069, -0.009, -0.251, -0.628, -0.033, -0.302, -0.627, -0.629, -0.066, -0.074, -0.042, -0.037, -0.136, -0.034, -0.058, -0.244, -0.033, -0.028, -0.032, 0.081, 0.082, 0.101, 0.147, 0.102, 0.096, 0.102, 0.080, 0.055, 0.096, 0.099, 0.065, 0.088, 0.103, 0.137, 0.094, 0.123, 0.068, 0.094, 0.075, 0.047, 0.101, 0.067, 0.074, 0.038, 0.098, 0.089, 0.121, 0.090, 0.095, 0.069, 0.084, 0.143, 0.071, 0.088, 0.056, 0.099, 0.123, 0.099, 0.100, 0.082, 0.070, 0.096, 0.106, 0.094, 0.103, 0.100, 0.104, 0.091, 0.097, 0.088, 0.125, 0.099, 0.132, 0.126, 0.089, 0.102]}


No. 4
{"formula": "C5H10NO2", "method": "ωB97M-V with the def2-TZVPD basis set", "relative_energy_kj_mol": 482.0, "homo_ev": -2.3, "smiles": "C[C@H](CC=O)NC[O-]", "total_charge": -1, "fmax_ev_per_a": 7.16, "energy_ha": -401.64324, "elements": ["O", "O", "N", "C", "C", "C", "C", "C", "H", "H", "H", "H", "H", "H", "H", "H", "H", "H"], "xyz": [[-0.97, -2.99, -0.36], [1.90, 1.31, -1.21], [0.03, 1.73, 0.03], [1.45, 1.77, -0.16], [-0.49, 0.02, 1.76], [-1.28, -1.82, -0.09], [-0.19, -0.80, -0.59], [-0.63, 0.38, 0.31], [1.00, -1.06, -0.70], [-1.26, 0.46, 2.38], [0.33, 0.54, 2.20], [-2.05, -1.45, 0.55], [1.88, 1.29, 0.85], [-0.34, 2.03, -0.82], [-0.48, -0.54, -1.71], [-1.64, 0.81, 0.14], [1.90, 2.87, -0.03], [-0.23, -0.94, 2.07]], "nbo_charge": [-0.562, -0.910, -0.679, 0.185, -0.671, 0.417, -0.541, -0.084, 0.299, 0.200, 0.243, 0.130, -0.009, 0.329, 0.228, 0.194, 0.030, 0.201]}